Density functional theory data (ωB97M-V with the def2-TZVPD basis set) for a molecular structure, C30H27BN11O10Tc.

Structure (XYZ):
```
80
Properties=species:S:1:pos:R:3:forces:R:3
Tc -0.6103 -0.8506 -0.3193 -0.037 0.095 -0.565
C 0.6346 -3.3581 1.9005 0.082 -0.043 0.039
C -0.1225 -2.2162 2.4764 -0.016 0.019 -0.036
C -0.3546 -1.9226 3.8189 -0.025 0.052 -0.049
C -1.1033 -0.7666 3.8175 -0.058 0.017 -0.041
N -1.3248 -0.3972 2.5455 0.062 -0.031 0.036
N -0.7037 -1.2807 1.7132 -0.067 0.032 -0.099
B -2.0178 0.8130 1.9171 0.173 -0.080 -0.134
N -3.0009 0.3774 0.8258 -0.112 0.012 0.136
C -4.2841 0.7334 0.6898 0.100 -0.040 -0.093
C -4.7991 0.0847 -0.4161 0.053 0.008 0.081
C -3.7461 -0.6664 -0.9305 -0.010 0.032 -0.050
C -3.7536 -1.5594 -2.1212 -0.079 -0.118 -0.044
N -2.6532 -0.4775 -0.1700 -0.092 -0.026 0.069
N -0.8063 1.5993 1.1570 -0.170 0.079 0.042
C 0.1585 2.2204 1.7442 -0.103 -0.023 -0.036
C 1.1704 2.6083 0.8122 -0.060 0.019 -0.106
C 0.7894 2.1412 -0.3791 0.113 -0.077 -0.141
C 1.4128 2.2626 -1.7143 0.087 0.010 -0.007
N -0.4533 1.3905 -0.2117 -0.135 0.132 0.837
N -2.6261 1.7621 2.8741 0.014 0.332 0.024
C -3.4454 1.5709 3.9474 -0.116 -0.083 0.006
C -3.9628 2.7828 4.3034 0.030 -0.139 -0.081
C -3.4248 3.7012 3.3697 0.036 -0.054 -0.025
C -3.6594 5.1704 3.2845 -0.011 0.061 0.046
N -2.6382 3.0856 2.5081 0.120 0.025 0.019
H 1.3638 -3.7196 2.6227 -0.012 -0.008 -0.004
H 1.1632 -3.0713 0.9934 -0.006 -0.007 -0.027
H -0.0390 -4.1823 1.6638 -0.011 -0.014 -0.018
H -0.0157 -2.4768 4.6746 0.025 -0.028 0.041
H -1.4824 -0.1851 4.6389 -0.043 0.027 0.045
H -4.7321 1.4214 1.3868 -0.061 0.016 0.019
H -5.8059 0.1310 -0.7891 -0.043 0.008 -0.025
H -4.7590 -1.9439 -2.2817 0.004 0.020 -0.021
H -3.0971 -2.4180 -1.9848 0.019 0.021 0.019
H -3.4669 -1.0225 -3.0274 0.012 0.008 -0.032
H 0.1259 2.3607 2.8145 0.016 0.049 0.022
H 2.0649 3.1584 1.0436 0.043 0.042 -0.010
H 2.3044 2.8809 -1.6295 0.001 -0.025 0.006
H 0.7492 2.7563 -2.4270 -0.004 0.002 -0.009
H 1.7056 1.2838 -2.1012 -0.037 0.008 -0.017
H -3.6383 0.5920 4.3510 0.046 -0.078 0.058
H -4.6361 2.9848 5.1163 -0.037 0.035 0.053
H -4.1331 5.5367 4.1924 -0.012 0.001 -0.001
H -4.3089 5.4095 2.4424 0.005 0.012 -0.002
H -2.7189 5.7015 3.1503 -0.005 0.017 -0.037
O 0.0731 -3.9681 -2.8231 -0.034 0.081 0.072
C -0.2840 -2.8760 -2.2190 -0.010 -0.122 -0.041
O -0.6332 -2.8406 -1.0303 0.048 -0.183 -0.122
C -0.3243 -1.6602 -3.0862 -0.002 0.038 -0.085
C -0.1112 -1.6493 -4.4498 -0.071 0.160 0.095
C -0.3381 -0.4459 -5.1230 0.030 -0.093 0.009
C -0.7972 0.6622 -4.4318 -0.015 -0.041 0.139
C -0.9659 0.5662 -3.0492 0.009 -0.077 -0.056
N -0.7007 -0.5628 -2.4118 0.006 -0.074 0.330
C -1.6073 1.7409 -2.3349 -0.068 0.041 -0.284
O -2.2920 2.4878 -2.9505 0.047 -0.078 0.172
O -1.4903 2.0076 -0.9767 0.131 0.002 -0.133
H 0.0573 -4.7322 -2.2179 -0.005 0.013 -0.014
H 0.2040 -2.5421 -4.9696 0.010 -0.027 -0.014
H -0.1848 -0.3901 -6.1918 0.005 0.001 -0.021
H -1.0377 1.5885 -4.9339 -0.003 0.002 -0.012
O 1.9453 -0.1184 1.3354 0.209 0.089 -0.120
C 2.2476 -0.6359 0.2771 0.118 -0.279 0.296
O 1.3502 -1.0079 -0.6157 -0.055 0.114 -0.151
C 3.6545 -0.9349 -0.1256 -0.014 0.123 0.079
C 3.9264 -1.5377 -1.3460 0.089 0.027 0.021
C 5.2389 -1.7838 -1.6934 0.040 0.010 0.011
C 6.3061 -1.4637 -0.8734 -0.213 0.014 0.038
C 5.9913 -0.8614 0.3330 0.021 -0.022 -0.021
C 4.6966 -0.5879 0.7287 0.046 -0.043 -0.086
N 7.0998 -0.4855 1.2447 -0.068 -0.030 -0.053
O 6.7970 0.1411 2.2352 0.012 0.038 0.083
O 8.2102 -0.8323 0.9252 0.077 -0.001 -0.008
N 5.4985 -2.4072 -3.0109 -0.035 0.019 0.048
O 6.6423 -2.6574 -3.2898 0.075 -0.016 -0.021
O 4.5292 -2.6157 -3.7168 -0.030 -0.028 -0.044
H 3.1407 -1.8157 -2.0292 -0.012 0.014 0.000
H 7.3283 -1.6695 -1.1561 0.003 0.006 0.002
H 4.5110 -0.1179 1.6834 -0.022 0.007 0.001
```
Positions in Å, forces in eV/Å.

## Properties
Frontier orbital gap (spin up / spin down), eV: 7.0 / 6.4
2S+1: 3
Max |F|, eV/Å: 0.858
Total charge: +2

Atom charges from the Mulliken analysis, given in e for atoms 1 to 4: Tc -0.6927; C -0.9962; C 0.3890; C -1.7941